Record 1
DFT (ωB97M-V/def2-TZVPD) results for 2 unconnected molecules or ions with the total composition C25H40Br2Cl3FN2O10PS.

```
85
C25H40Br2Cl3FN2O10PS ωB97M-V/def2-TZVPD
C 5.08 -2.41 0.92
C 5.67 -1.10 0.19
O 6.25 -1.32 -0.91
O 5.57 0.18 0.80
C 4.44 0.94 0.24
C 3.89 2.04 1.30
C 3.26 1.22 2.53
C 1.63 1.35 2.63
C 0.96 0.83 1.27
C -0.57 0.41 1.21
C -1.18 0.98 2.57
C -0.61 -1.19 1.61
F -1.73 -1.50 2.50
P 0.79 -1.80 2.80
O 0.42 -1.63 4.31
O -0.38 -2.10 0.56
C -1.32 -1.94 -0.58
C -2.70 -2.52 -0.10
C -2.66 -3.89 0.78
C -3.69 -3.86 2.03
O -3.19 -4.97 -0.09
C -0.76 -3.11 -1.56
C -1.66 -3.39 -2.86
C -2.06 -4.97 -3.05
Cl -0.77 -2.97 -4.45
C -1.04 -0.45 -1.07
Cl -1.57 -0.08 -2.82
O 0.43 -0.58 -1.28
C 0.80 -0.52 -2.68
N 1.54 0.04 -3.47
N -1.33 0.71 -0.09
C -0.94 2.06 -0.72
C 0.24 2.39 -1.69
C 0.56 3.98 -1.54
Cl 1.89 4.36 -2.73
C -2.83 0.91 -0.05
Br -4.26 -0.04 -1.16
C -3.59 1.95 0.58
C -5.20 2.09 0.55
Br -2.82 3.49 1.49
H 4.25 -2.11 1.65
H 5.91 -2.93 1.54
H 4.68 -3.19 0.19
H 4.83 1.44 -0.72
H 3.65 0.18 -0.07
H 4.82 2.59 1.68
H 3.17 2.73 0.75
H 3.65 1.71 3.50
H 3.61 0.14 2.48
H 1.43 2.47 2.80
H 1.34 0.82 3.59
H 1.67 0.01 0.85
H 1.27 1.74 0.61
H -2.31 0.91 2.69
H -0.77 0.47 3.52
H -0.90 2.08 2.79
H 0.87 -3.25 2.66
H 2.09 -1.33 2.47
H -3.31 -1.86 0.64
H -3.47 -2.76 -0.93
H -1.61 -4.23 1.06
H -3.41 -4.58 2.87
H -3.86 -2.82 2.46
H -4.70 -4.21 1.60
H -2.65 -5.76 0.15
H 0.33 -3.00 -1.86
H -0.73 -4.13 -1.01
H -2.62 -2.76 -2.91
H -3.16 -5.08 -3.38
H -1.79 -5.60 -2.14
H -1.44 -5.39 -3.93
H -0.63 2.70 0.19
H -1.82 2.55 -1.29
H 0.03 2.25 -2.82
H 1.25 1.88 -1.52
H -0.38 4.54 -1.88
H 0.79 4.28 -0.47
H -5.72 1.14 0.95
H -5.59 2.39 -0.50
H -5.58 2.92 1.24
O 0.62 7.51 -3.44
S 2.05 7.89 -3.50
O 2.71 7.50 -2.23
O 2.18 9.34 -3.70
O 2.70 7.18 -4.63
```

Frontier orbital gap, eV: 1.4888
Total charge: -1
Electronic energy, eV: -250505.57819
Highest occupied orbital energy, hartree: -0.0736

Which charges does Mulliken predict for the atoms? In e, they are: -0.50 0.58 -0.53 -0.34 -0.04 -0.63 -0.53 -0.89 0.45 2.53 -2.28 -0.31 -0.41 0.46 -0.73 -0.37 1.32 -0.89 -0.21 -1.46 -0.55 -1.93 0.29 -1.02 -0.20 -0.86 0.09 0.13 0.25 -0.55 1.74 -0.95 -0.55 -0.37 -0.14 0.21 -0.15 -0.38 -1.23 -0.11 0.05 0.31 0.28 0.41 -0.08 0.40 0.26 0.43 0.11 0.36 0.49 -0.19 -0.81 0.33 0.48 0.29 0.08 -0.05 0.44 0.60 0.66 0.34 0.24 0.37 0.39 0.68 0.51 0.29 0.26 0.19 0.40 0.38 0.52 0.67 -0.04 0.34 0.21 0.32 0.30 0.41 -0.68 1.21 -0.69 -0.71 -0.69

=====

Record 2
DFT (ωB97M-V/def2-TZVPD) results for a molecular structure, C16H30IN4O4ReS3Si4.

```
63
C16H30IN4O4ReS3Si4 ωB97M-V/def2-TZVPD
Re 2.69 -0.64 1.11
S 3.28 -0.70 3.27
C 4.46 0.56 3.53
C 5.04 0.71 4.83
N 5.50 0.82 5.88
C 4.78 1.39 2.51
S 4.02 1.19 0.96
C 5.71 2.47 2.67
N 6.46 3.33 2.80
O -0.13 -2.42 -1.22
S 0.55 -1.60 -0.25
O 1.25 -2.35 0.83
O -0.49 -0.72 0.44
O 1.62 -0.72 -0.83
I 7.11 -5.67 -0.91
C 5.44 -4.53 -0.55
C 4.12 -4.94 -0.61
N 3.39 -3.86 -0.30
N 4.13 -2.79 -0.03
C 5.38 -3.18 -0.17
H 3.68 -5.89 -0.85
H 2.39 -3.80 -0.14
H 6.19 -2.48 -0.02
C 0.08 0.74 -3.40
Si -0.52 1.74 -1.92
C -1.88 2.90 -2.52
C 0.88 2.75 -1.21
Si -1.61 0.41 -0.33
Si -3.32 -0.89 -1.29
C -3.85 -2.19 -0.05
C -4.77 0.25 -1.65
C -2.82 -1.71 -2.89
Si -2.23 1.51 1.64
C -3.53 2.84 1.33
C -0.70 2.29 2.39
C -2.92 0.21 2.81
H 0.69 1.39 -4.02
H -0.76 0.38 -4.00
H 0.68 -0.12 -3.10
H -1.45 3.63 -3.21
H -2.34 3.46 -1.70
H -2.67 2.37 -3.04
H 1.15 3.52 -1.93
H 1.76 2.13 -1.01
H 0.61 3.23 -0.27
H -4.27 -1.74 0.85
H -3.02 -2.83 0.26
H -4.62 -2.83 -0.50
H -5.01 0.91 -0.82
H -5.67 -0.34 -1.86
H -4.58 0.88 -2.52
H -1.90 -2.29 -2.79
H -2.66 -0.97 -3.68
H -3.62 -2.38 -3.21
H -3.13 3.65 0.73
H -3.86 3.26 2.28
H -4.41 2.44 0.82
H -0.28 3.08 1.76
H 0.09 1.55 2.55
H -0.97 2.73 3.36
H -3.86 -0.20 2.46
H -3.09 0.68 3.78
H -2.21 -0.61 2.94
```

Spin multiplicity: 2
Frontier orbital gap (spin up / spin down), eV: 6.2006 / 5.9305
Total charge: -1
Electronic energy, eV: -105481.11423
Relative energy (zero: lowest compared OMol25 entry of this formula, charge and spin), kJ/mol: 166.75
Highest occupied orbital energy (spin up / spin down), hartree: -0.1547 / -0.1447

Which charges does Mulliken predict for the atoms? In e, they are: 0.93 -0.39 0.40 -0.04 -0.52 0.43 -0.37 -0.04 -0.52 -0.71 1.04 -0.90 -0.43 -0.70 0.09 -0.48 -0.27 0.26 -0.23 -0.52 0.47 0.20 0.49 -1.09 0.90 -1.13 -0.77 0.01 0.68 -1.14 -1.08 -1.03 0.58 -1.16 -0.97 -1.11 0.40 0.33 0.25 0.41 0.23 0.26 0.39 0.00 0.24 0.29 0.29 0.41 0.20 0.41 0.29 0.25 0.27 0.39 0.29 0.40 0.28 0.29 0.18 0.41 0.26 0.39 0.31